The following is a quantum chemistry calculation of a 2-piece molecular cluster, C4H10O2 overall at a distorted geometry, from OMol25.

CARTESIAN COORDINATES (ANGSTROEM)
C (-1.1348, -0.7905, -1.4037)
C (-1.1161, -0.1761, -0.0174)
C (-0.0996, -0.1487, 0.8336)
C (-0.0156, 0.7052, 2.0618)
O (1.1047, -0.8000, 0.5744)
H (-2.0196, -0.4829, -1.9458)
H (-0.2648, -0.4133, -1.9549)
H (-1.0144, -1.8774, -1.3942)
H (-2.0288, 0.3544, 0.2206)
H (0.9638, 1.1682, 2.0794)
H (-0.7954, 1.4551, 2.0692)
H (-0.1665, 0.0860, 2.9479)
H (0.8568, -1.4984, -0.0430)
O (1.9721, 0.9721, -1.7303)
H (1.4569, 1.2875, -0.9749)
H (2.3016, 0.1591, -1.3228)

Values from the calculation:
Charge   0
Spin multiplicity   1
Relative energy (zero: lowest compared OMol25 entry of this formula, charge and spin)   96.7 kJ/mol
Structure (SMILES)   C/C=C(/C)O.O
Strongest force on any atom   1.23 eV/Å
HOMO energy   -8.91 eV
E_LUMO   0.714 eV

The following is a quantum chemistry calculation of a 2-piece molecular cluster, C4H10O2 overall at a distorted geometry, from OMol25.

CARTESIAN COORDINATES (ANGSTROEM)
C (2.2954, 1.1968, -0.1837)
C (2.0738, -0.1728, 0.4407)
O (1.8504, -0.3168, 1.6129)
H (2.8699, 1.0641, -1.0972)
H (1.3455, 1.6984, -0.3437)
H (2.9527, 1.7904, 0.4609)
H (1.9209, -0.9971, -0.2811)
C (-2.8687, -0.8105, -1.1486)
C (-1.8831, -0.5588, -0.0307)
O (-1.0283, 0.5553, -0.4004)
H (-3.4252, 0.1042, -1.3442)
H (-3.4290, -1.7423, -0.9878)
H (-2.4577, -1.0884, -2.1337)
H (-2.3943, -0.2885, 0.8936)
H (-1.1995, -1.3759, 0.1568)
H (-0.9442, 1.1265, 0.3591)

Values from the calculation:
Charge   0
Spin multiplicity   1
Relative energy (zero: lowest compared OMol25 entry of this formula, charge and spin)   142.1 kJ/mol
Structure (SMILES)   CC=O.CCO
Strongest force on any atom   1.69 eV/Å
HOMO energy   -9.79 eV
E_LUMO   0.898 eV

The following is a quantum chemistry calculation of one molecule with the formula C4H10O2 at a distorted geometry, from OMol25.

CARTESIAN COORDINATES (ANGSTROEM)
O (-1.4294, 0.0887, -1.5975)
C (-1.6821, -0.2468, -0.1862)
C (-0.4727, -1.0895, 0.1793)
C (0.6392, -0.4115, 1.0007)
C (1.4707, 0.5258, 0.1460)
O (0.6250, 1.5609, -0.3602)
H (-0.7157, 0.7539, -1.5518)
H (-1.7942, 0.6845, 0.3717)
H (-2.6108, -0.8238, -0.1669)
H (-0.2871, -1.0846, -0.9548)
H (-0.7057, -2.0912, 0.5713)
H (1.3229, -1.1653, 1.4144)
H (0.2642, 0.1544, 1.8691)
H (1.9048, -0.0494, -0.6849)
H (2.2892, 0.9666, 0.7303)
H (1.1815, 2.2271, -0.7805)

Values from the calculation:
Charge   0
Spin multiplicity   1
Relative energy (zero: lowest compared OMol25 entry of this formula, charge and spin)   156.6 kJ/mol
Structure (SMILES)   OCCCCO
Strongest force on any atom   2.85 eV/Å
HOMO energy   -9.83 eV
E_LUMO   0.724 eV

The following is a quantum chemistry calculation of a 2-piece molecular cluster, C4H10O2 overall at a distorted geometry, from OMol25.

CARTESIAN COORDINATES (ANGSTROEM)
C (2.1135, 1.1781, 0.6359)
C (1.2803, 0.6902, -0.4972)
C (-0.0080, 0.4160, -0.4105)
C (-0.7976, -0.2633, -1.5040)
O (-1.9681, -0.8754, -0.9078)
H (3.1922, 1.2564, 0.4730)
H (1.8663, 2.1660, 1.0460)
H (2.0120, 0.5384, 1.5259)
H (1.8006, 0.5135, -1.4310)
H (-0.5916, 0.5491, 0.4990)
H (-0.1851, -1.0303, -1.9704)
H (-1.2015, 0.4549, -2.2104)
H (-2.0596, -1.7822, -1.2031)
O (-2.0818, -1.5290, 2.0583)
H (-2.1006, -0.8870, 1.3417)
H (-1.2710, -1.3956, 2.5546)

Values from the calculation:
Charge   0
Spin multiplicity   1
Relative energy (zero: lowest compared OMol25 entry of this formula, charge and spin)   148.0 kJ/mol
Structure (SMILES)   C/C=C/CO.O
Strongest force on any atom   1.73 eV/Å
HOMO energy   -9.55 eV
E_LUMO   0.898 eV

The following is a quantum chemistry calculation of one molecule with the formula C4H10O2 at a distorted geometry, from OMol25.

CARTESIAN COORDINATES (ANGSTROEM)
C (2.5437, -0.1471, -0.6773)
O (1.5430, 0.0333, 0.3005)
C (0.2747, -0.3323, -0.2049)
C (-0.9232, -0.0379, 0.7310)
C (-1.9830, 0.8733, 0.0007)
O (-1.4439, -1.2840, 1.1742)
H (2.6520, -1.2035, -0.9765)
H (2.3300, 0.4381, -1.5878)
H (3.4929, 0.1963, -0.2573)
H (0.2714, -1.4108, -0.4437)
H (0.0912, 0.2089, -1.1436)
H (-0.7460, 0.6735, 1.5160)
H (-2.8559, 1.1409, 0.6196)
H (-2.3374, 0.3887, -0.9048)
H (-1.5182, 1.8374, -0.2798)
H (-1.3913, -1.3748, 2.1337)

Values from the calculation:
Charge   0
Spin multiplicity   1
Relative energy (zero: lowest compared OMol25 entry of this formula, charge and spin)   153.5 kJ/mol
Structure (SMILES)   COC[C@@H](C)O
Strongest force on any atom   1.65 eV/Å
HOMO energy   -9.84 eV
E_LUMO   0.934 eV

The following is a quantum chemistry calculation of C4H10O2 as an isolated structure at a distorted geometry, from OMol25.

CARTESIAN COORDINATES (ANGSTROEM)
C (-1.8932, 1.0346, -1.0377)
O (-2.9047, 1.7309, -0.8329)
C (-0.7793, 0.7017, 0.4719)
C (0.3915, 0.0951, -0.1640)
C (1.6066, -0.2914, 0.6628)
O (2.8345, -0.7769, 0.1484)
H (-1.8188, 0.4111, 0.5927)
H (-1.4138, 0.9548, -2.0741)
H (2.3286, -1.5936, 1.7289)
H (-0.8374, 1.1211, 1.4943)
H (-2.1678, -0.1149, -1.0018)
H (-0.6077, -0.5452, -0.4002)
H (0.1148, -0.3511, -1.3485)
H (1.7339, 0.1657, 1.6844)
H (0.6913, -0.9372, 0.4046)
H (2.7214, -1.6048, -0.3289)

Values from the calculation:
Charge   0
Spin multiplicity   1
Relative energy (zero: lowest compared OMol25 entry of this formula, charge and spin)   1640.1 kJ/mol
Strongest force on any atom   4.03 eV/Å
HOMO energy   -7.29 eV
E_LUMO   -1.710 eV

The following is a quantum chemistry calculation of a 2-piece molecular cluster, C4H10O2 overall at a distorted geometry, from OMol25.

CARTESIAN COORDINATES (ANGSTROEM)
C (-2.1861, 0.1068, 0.1607)
O (-0.9376, 0.7778, 0.0529)
C (0.0210, 0.4232, 0.9824)
C (1.1900, 1.3661, 0.9226)
O (-0.1471, -0.4464, 1.7915)
H (-2.0366, -0.9594, -0.0251)
H (-2.8424, 0.5404, -0.5903)
H (-2.6181, 0.2222, 1.1565)
H (1.2821, 1.7907, -0.0718)
H (1.0273, 2.1692, 1.6394)
H (2.0961, 0.8328, 1.1956)
C (1.0357, -1.3668, -1.4460)
H (0.3271, -0.5134, -1.5300)
H (0.6944, -2.1833, -2.0708)
H (2.0270, -1.0501, -1.7485)
H (1.0671, -1.7099, -0.4189)

Values from the calculation:
Charge   0
Spin multiplicity   1
Relative energy (zero: lowest compared OMol25 entry of this formula, charge and spin)   33.0 kJ/mol
Structure (SMILES)   COC(C)=O.C
Strongest force on any atom   1.28 eV/Å
HOMO energy   -10.55 eV
E_LUMO   0.948 eV

The following is a quantum chemistry calculation of one molecule with the formula C4H10O2, from OMol25.

CARTESIAN COORDINATES (ANGSTROEM)
O (1.2439, -2.3075, 1.3884)
C (1.2493, -0.8932, 1.2208)
C (-0.1165, -0.4575, 0.6665)
C (-0.0249, 0.7488, -0.2568)
C (-1.2538, 0.8802, -1.1139)
O (-1.2274, 2.1123, -1.8177)
H (1.8741, -2.5527, 2.0706)
H (1.4008, -0.3927, 2.1715)
H (2.0587, -0.6012, 0.5427)
H (-0.5323, -1.2949, 0.1255)
H (-0.7631, -0.2462, 1.5228)
H (0.8722, 0.6801, -0.8742)
H (0.1065, 1.6823, 0.2951)
H (-2.1377, 0.8406, -0.4810)
H (-1.3394, 0.0160, -1.7851)
H (-1.4767, 1.9855, -2.7488)

Values from the calculation:
Charge   0
Spin multiplicity   1
Relative energy (zero: lowest compared OMol25 entry of this formula, charge and spin)   97.4 kJ/mol
Structure (SMILES)   OCCCCO
Strongest force on any atom   0.80 eV/Å
HOMO energy   -10.26 eV
E_LUMO   0.969 eV

The following is a quantum chemistry calculation of one molecule with the formula C4H10O2, from OMol25.

CARTESIAN COORDINATES (ANGSTROEM)
C (-2.1080, 0.3832, 0.3847)
C (-0.6396, 0.0430, 0.5128)
O (-0.5401, -1.3391, 0.7963)
C (0.1745, 0.3577, -0.7238)
C (1.6822, 0.1953, -0.4650)
O (2.0930, -0.9017, 0.3687)
H (-2.6101, 0.1364, 1.3234)
H (-2.2470, 1.4489, 0.1718)
H (-2.5642, -0.2064, -0.4187)
H (-0.1969, 0.6386, 1.3300)
H (0.4131, -1.5037, 0.8987)
H (0.0355, 1.3996, -1.0560)
H (-0.1755, -0.2711, -1.5573)
H (2.0684, 1.0851, 0.0501)
H (2.0572, 0.1145, -1.4803)
H (2.5574, -1.5805, -0.1354)

Values from the calculation:
Charge   0
Spin multiplicity   1
Relative energy (zero: lowest compared OMol25 entry of this formula, charge and spin)   75.9 kJ/mol
Structure (SMILES)   C[C@@H](O)CCO
Strongest force on any atom   0.93 eV/Å
HOMO energy   -9.81 eV
E_LUMO   0.759 eV

The following is a quantum chemistry calculation of a 2-piece molecular cluster, C4H10O2 overall at a distorted geometry, from OMol25.

CARTESIAN COORDINATES (ANGSTROEM)
C (0.2076, 1.4397, 1.2089)
C (-0.3814, 0.7360, -0.0007)
C (-0.5069, -0.7237, -0.0750)
C (-0.9926, -1.2379, -1.4052)
O (-0.3100, -1.4592, 0.8836)
H (-0.5159, 2.2058, 1.4892)
H (0.3280, 0.7354, 2.0369)
H (1.1605, 1.9607, 1.0385)
H (-1.5200, 0.5727, 0.1516)
H (-0.1549, 1.2361, -0.9522)
H (-0.0898, -1.6372, -1.8747)
H (-1.4146, -0.4694, -2.0637)
H (-1.7123, -2.0429, -1.2601)
O (1.9954, -0.4103, -0.1235)
H (1.4137, -0.9829, 0.4073)
H (2.4932, 0.0771, 0.5390)

Values from the calculation:
Charge   0
Spin multiplicity   1
Relative energy (zero: lowest compared OMol25 entry of this formula, charge and spin)   124.1 kJ/mol
Structure (SMILES)   CCC(C)=O.O
Strongest force on any atom   2.03 eV/Å
HOMO energy   -9.74 eV
E_LUMO   0.888 eV